Computed, not measured: 6 unconnected molecules or ions with the total composition C43H86IN5O10S in a non-equilibrium geometry, with the ωB97M-V functional and the def2-TZVPD basis.

Orbital gap: 7.1 eV
Spin multiplicity: 1
E_HOMO: -8.1 eV
SMILES: C=C[C@H]1OS(=O)(=O)[C@H](CCCCCCCCCCCCC)[C@H](OCCOCC)[C@@]1(C=C)C[C@H](C)I.CNC(C)=O.CNC(C)=O.CNC(C)=O.CNC(C)=O.CNC(C)=O

Element x y z (Å)
C1 -7.2637 -1.2863 1.6976
C2 -6.2843 -1.1228 0.7098
C3 -4.7989 -1.3897 0.8165
O1 -4.1325 -0.1648 0.4228
S1 -2.5823 -0.3923 0.0870
O2 -2.4377 -1.2467 -1.0510
O3 -1.9360 0.8637 -0.1226
C4 -1.8835 -1.2176 1.5268
C5 -0.4556 -1.6783 1.1810
C6 0.5237 -0.4896 1.3317
C7 1.8586 -0.8792 1.9586
C8 2.7945 0.3471 2.0510
C9 3.3812 0.7321 0.6895
C10 4.0570 2.1118 0.6873
C11 3.0620 3.2674 0.9629
C12 3.6286 4.6144 0.4450
C13 3.2411 4.7716 -1.0295
C14 3.8786 6.0426 -1.6674
C15 2.9434 7.2842 -1.5897
C16 2.7398 7.9864 -2.9552
C17 1.2588 8.4184 -3.0907
C18 -2.8056 -2.4115 1.8938
O4 -2.6875 -3.4255 0.9147
C19 -2.0770 -4.6151 1.3667
C20 -2.1207 -5.5991 0.1862
O5 -3.3682 -5.5967 -0.4722
C21 -3.3847 -4.8350 -1.6737
C22 -3.4681 -5.7023 -2.9261
C23 -4.3076 -1.9884 2.1180
C24 -5.0246 -3.2971 2.4363
C25 -5.5817 -4.0834 1.5249
C26 -4.3243 -1.1000 3.4060
C27 -4.8013 0.3601 3.2903
C28 -3.7004 1.4128 2.9816
I1 -5.5671 0.9265 5.2622
H1 -7.6887 -0.4629 2.2792
H2 -7.6777 -2.2694 1.9203
H3 -6.6214 -0.7810 -0.2757
H4 -4.5527 -2.1195 0.0264
H5 -1.7900 -0.5887 2.4116
H6 -0.1645 -2.3975 1.9550
H7 -0.4058 -2.1481 0.2000
H8 0.0974 0.3195 1.9354
H9 0.7162 -0.0737 0.3380
H10 1.7342 -1.2349 2.9890
H11 2.4084 -1.6235 1.3713
H12 3.6399 0.0657 2.6944
H13 2.3181 1.1909 2.5660
H14 2.5809 0.7508 -0.0572
H15 4.1608 0.0048 0.4477
H16 4.4604 2.2920 -0.3177
H17 4.8860 2.1732 1.4010
H18 2.1282 3.0250 0.4427
H19 2.9185 3.3342 2.0471
H20 3.1858 5.4316 1.0248
H21 4.7176 4.6091 0.5487
H22 2.1576 4.8822 -1.1413
H23 3.5745 3.9151 -1.6244
H24 4.8209 6.2721 -1.1614
H25 4.0888 5.8151 -2.7164
H26 1.9804 7.0012 -1.1526
H27 3.3987 8.0061 -0.9024
H28 2.9356 7.2762 -3.7639
H29 3.4006 8.8489 -3.0662
H30 1.1501 9.0260 -3.9941
H31 0.9135 8.9626 -2.2104
H32 0.6722 7.5060 -3.2300
H33 -2.4698 -2.8358 2.8511
H34 -1.0099 -4.4555 1.5800
H35 -2.5601 -5.0531 2.2489
H36 -1.9716 -6.6109 0.5862
H37 -1.2864 -5.4177 -0.5022
H38 -2.5437 -4.1382 -1.7362
H39 -4.2993 -4.2258 -1.6459
H40 -3.6022 -5.0652 -3.8078
H41 -4.3446 -6.3531 -2.8992
H42 -2.5463 -6.2720 -3.0751
H43 -5.0789 -3.5714 3.4889
H44 -6.4635 -4.6567 1.7942
H45 -5.1299 -4.1670 0.5403
H46 -4.9211 -1.5986 4.1686
H47 -3.3118 -1.0722 3.8286
H48 -5.6322 0.5422 2.6206
H49 -3.3221 1.8364 3.9130
H50 -4.1930 2.2417 2.4602
H51 -2.9195 1.0647 2.3123
C29 -0.0736 1.8138 8.3300
C30 -1.3655 1.2057 7.8396
O6 -1.6037 0.0111 7.9534
N1 -2.2682 2.0351 7.2585
C31 -2.1637 3.4669 7.0294
H52 0.5398 1.0302 8.7659
H53 0.4740 2.2649 7.5013
H54 -0.2723 2.5660 9.0944
H55 -3.1057 1.5651 6.9518
H56 -2.9869 3.9724 7.5385
H57 -2.2433 3.6540 5.9612
H58 -1.2222 3.8660 7.3883
C32 3.6284 -1.0841 -3.1393
C33 2.8029 -1.9720 -2.2456
O7 3.2011 -2.3438 -1.1465
N2 1.5841 -2.3577 -2.6956
C34 0.9478 -2.0200 -3.9582
H59 4.5700 -0.8639 -2.6430
H60 3.8409 -1.5870 -4.0835
H61 3.1060 -0.1454 -3.3295
H62 1.0858 -2.9498 -2.0494
H63 0.0047 -1.5088 -3.7482
H64 0.7378 -2.9421 -4.5031
H65 1.5755 -1.3817 -4.5688
C35 4.5981 -4.7658 -1.5550
C36 4.9380 -5.3795 -2.8895
O8 5.4295 -4.7288 -3.7989
N3 4.6773 -6.7063 -3.0636
C37 4.1020 -7.6392 -2.1150
H66 4.8597 -3.7179 -1.5701
H67 3.5299 -4.8514 -1.3599
H68 5.1649 -5.2537 -0.7588
H69 4.9286 -7.0481 -3.9780
H70 4.8073 -8.4540 -1.9393
H71 3.1842 -8.0575 -2.5337
H72 3.8746 -7.1557 -1.1709
C38 2.6849 0.1034 -8.4904
C39 1.8243 -0.7855 -7.6278
O9 2.1901 -1.1711 -6.5266
N4 0.6109 -1.1538 -8.1137
C40 0.0061 -0.8019 -9.3850
H73 3.6146 0.3066 -7.9670
H74 2.9182 -0.3916 -9.4339
H75 2.1802 1.0509 -8.6839
H76 0.0907 -1.7468 -7.4858
H77 -0.9356 -0.2820 -9.2016
H78 -0.2026 -1.7139 -9.9466
H79 0.6567 -0.1632 -9.9725
C41 1.0041 5.1940 3.0727
C42 -0.2812 4.7220 3.7073
O10 -0.6735 5.1587 4.7813
N5 -1.0016 3.7816 3.0403
C43 -0.7001 3.1471 1.7667
H80 1.4619 5.9378 3.7185
H81 1.6990 4.3610 2.9533
H82 0.8046 5.6508 2.1023
H83 -1.8478 3.5118 3.5170
H84 -1.5110 3.3467 1.0647
H85 -0.6256 2.0682 1.9114
H86 0.2320 3.5144 1.3488